(1)
This record from OMol25 describes C32H60F6HfN3O10S2 as an isolated structure in a non-equilibrium geometry. The level of theory is ωB97M-V with the def2-TZVPD basis set.

The frontier orbital gap comes out at 0.1967 Ha.

Geometry as ORCA input:
```
! wB97M-V def2-TZVPD RIJCOSX def2/J DEFGRID3
* xyz 1 1
Hf 28.613 21.808 16.524
C 27.513 18.006 15.757
C 26.502 17.879 16.884
C 26.803 16.533 17.697
C 26.132 16.230 19.005
C 25.151 17.353 19.256
C 25.827 18.788 19.157
N 26.613 18.906 17.902
O 26.868 20.266 17.399
C 26.693 18.976 20.363
C 24.655 19.810 19.259
C 25.108 17.758 16.191
H 27.541 17.238 14.985
H 28.488 17.978 16.244
H 27.251 18.933 15.246
H 27.875 16.452 17.873
H 26.608 15.688 17.036
H 26.832 16.132 19.834
H 25.582 15.295 18.904
H 24.709 17.161 20.233
H 24.362 17.247 18.511
H 27.199 19.933 20.238
H 27.596 18.366 20.401
H 26.215 18.927 21.341
H 24.979 20.808 18.962
H 24.343 19.857 20.302
H 23.900 19.609 18.500
H 24.565 16.812 16.199
H 24.989 18.123 15.171
H 24.415 18.315 16.821
C 29.910 20.486 11.565
C 29.625 19.288 12.509
C 30.327 18.041 11.876
C 31.775 17.766 12.113
C 32.130 17.753 13.556
C 31.714 19.158 14.123
N 30.245 19.507 13.860
O 29.719 20.641 14.598
C 32.766 20.199 13.537
C 31.903 18.929 15.658
C 28.114 19.042 12.490
H 30.922 20.411 11.169
H 29.808 21.467 12.028
H 29.182 20.469 10.754
H 30.184 18.062 10.796
H 29.824 17.078 11.967
H 32.417 18.519 11.657
H 32.035 16.814 11.651
H 33.206 17.654 13.696
H 31.633 16.968 14.125
H 32.503 21.192 13.902
H 32.640 20.422 12.477
H 33.798 19.889 13.703
H 31.093 18.246 15.915
H 31.856 19.854 16.232
H 32.905 18.549 15.858
H 27.618 18.571 11.641
H 27.540 19.902 12.833
H 27.858 18.343 13.287
C 28.293 24.789 20.152
F 29.622 24.757 20.213
F 27.803 24.810 21.382
F 27.806 25.837 19.552
S 27.585 23.175 19.251
O 28.746 22.340 18.974
O 26.535 22.516 19.999
N 27.270 23.415 17.522
S 25.765 24.125 17.615
O 24.680 23.377 17.010
O 25.409 24.614 18.915
C 26.051 25.651 16.493
F 25.828 25.376 15.222
F 25.171 26.510 16.839
F 27.285 26.181 16.645
C 24.681 20.965 14.564
C 25.794 21.936 14.231
O 26.794 21.996 14.947
C 25.812 22.505 12.797
H 24.765 20.128 13.871
H 23.740 21.497 14.418
H 24.603 20.601 15.589
H 24.825 22.765 12.414
H 26.309 21.814 12.116
H 26.382 23.434 12.769
C 30.743 20.236 20.074
C 30.374 19.521 18.777
O 29.780 20.135 17.874
C 30.815 18.097 18.719
H 31.827 20.139 20.118
H 30.333 19.727 20.946
H 30.620 21.318 20.126
H 31.857 18.151 18.402
H 30.227 17.621 17.934
H 30.583 17.607 19.665
C 28.750 25.315 13.355
C 29.610 24.235 14.073
O 29.230 23.569 15.067
C 31.095 24.056 13.636
H 27.842 24.943 12.882
H 29.431 25.811 12.663
H 28.396 26.040 14.088
H 31.538 24.980 13.263
H 31.132 23.367 12.793
H 31.786 23.764 14.426
C 32.570 22.850 18.531
C 32.185 22.497 17.131
O 30.986 22.233 16.783
C 33.465 22.386 16.261
H 32.419 21.946 19.122
H 31.772 23.450 18.968
H 33.543 23.255 18.807
H 33.296 22.876 15.302
H 33.678 21.358 15.970
H 34.314 22.897 16.716
*
```

***

(2)
This record from OMol25 describes a 2-piece molecular cluster, C32H60N5O4 overall in a non-equilibrium geometry. The level of theory is ωB97M-V with the def2-TZVPD basis set.

The frontier orbital gap comes out at 0.2228 Ha.

Geometry as ORCA input:
```
! wB97M-V def2-TZVPD RIJCOSX def2/J DEFGRID3
* xyz 1 1
N -0.659 -5.231 1.433
C -0.312 -5.425 2.688
N 0.638 -6.505 3.074
N -0.803 -4.592 3.813
C -0.528 -3.143 3.576
C -1.481 -2.161 4.467
C -0.657 -0.800 4.676
C -1.539 0.542 4.646
C -2.338 0.798 3.277
O -1.668 1.670 2.329
C -2.237 3.000 2.278
C -1.573 3.724 0.981
C -0.578 4.931 1.351
C -0.452 5.845 0.003
C 0.480 5.071 -1.092
C 0.051 5.366 -2.616
C 1.394 5.721 -3.466
C 1.120 5.295 -5.015
C 2.349 5.668 -5.989
C 2.554 4.656 -7.217
C 2.946 3.157 -6.771
C 4.027 3.150 -5.548
C 4.924 1.801 -5.545
N 5.212 1.275 -4.183
C 4.772 1.682 -2.866
C 5.366 0.726 -1.814
C 6.249 -0.319 -2.566
C 6.091 0.107 -4.059
C -3.833 3.052 2.070
N -4.485 1.714 2.375
C -3.836 1.231 3.663
C -4.623 -0.153 4.030
C -6.096 0.121 4.621
C -7.173 -0.786 3.877
O -7.413 -1.965 4.269
O -7.915 -0.310 2.751
H -0.194 -5.941 0.841
H 1.199 -6.758 2.247
H 1.249 -6.172 3.836
H -1.835 -4.710 3.830
H 0.560 -2.898 3.890
H -0.576 -2.870 2.452
H -2.450 -2.056 3.871
H -1.734 -2.716 5.434
H 0.219 -0.691 3.949
H -0.198 -0.860 5.737
H -2.344 0.420 5.473
H -0.875 1.406 4.985
H -2.426 -0.234 2.756
H -1.977 3.647 3.201
H -0.947 2.941 0.411
H -2.344 4.131 0.245
H 0.485 4.494 1.498
H -0.887 5.549 2.260
H -1.493 5.970 -0.493
H -0.080 6.902 0.217
H 0.416 3.925 -0.954
H 1.573 5.383 -0.875
H -0.336 4.374 -3.070
H -0.778 6.140 -2.740
H 1.624 6.853 -3.384
H 2.320 5.180 -3.047
H 0.822 4.192 -5.096
H 0.173 5.894 -5.315
H 2.126 6.716 -6.417
H 3.312 5.783 -5.364
H 3.369 5.073 -7.903
H 1.574 4.656 -7.824
H 3.290 2.520 -7.654
H 1.985 2.683 -6.337
H 3.381 3.248 -4.593
H 4.690 4.094 -5.650
H 5.871 1.906 -6.202
H 4.286 0.996 -6.084
H 4.084 2.576 -2.705
H 5.193 0.751 -0.693
H 6.829 -1.188 -2.122
H 6.603 -0.458 -4.912
H -4.260 3.808 2.835
H -4.179 3.347 1.024
H -5.512 1.770 2.464
H -4.174 1.061 1.629
H -3.908 2.001 4.512
H -4.713 -0.708 3.015
H -3.981 -0.791 4.745
H -6.362 1.221 4.432
H -6.044 -0.048 5.751
H -7.926 -0.988 2.039
C 0.644 -10.796 0.460
C 2.104 -10.758 0.065
C 2.213 -9.405 -0.611
O 1.249 -8.548 0.018
C 0.380 -9.351 0.830
H 0.427 -11.491 1.273
H 0.034 -11.079 -0.404
H 2.731 -10.778 0.963
H 2.407 -11.583 -0.581
H 1.960 -9.470 -1.675
H 3.210 -8.967 -0.517
H 0.630 -9.158 1.878
H -0.658 -9.057 0.659
*
```

***

(3)
This record from OMol25 describes a 8-piece molecular cluster, C32H60O16 overall in a non-equilibrium geometry. The level of theory is ωB97M-V with the def2-TZVPD basis set.

The frontier orbital gap comes out at 0.3702 Ha. Its energy relative to the best compared isomer or geometry (same formula, charge and spin) is 0.000 eV. As for the SMILES: CCOC(C)=O.CCOC(C)=O.CCOC(C)=O.CCOC(C)=O.CCOC(C)=O.CCOC(C)=O.O=C1CCCO1.O=C1CCCO1.

Geometry as ORCA input:
```
! wB97M-V def2-TZVPD RIJCOSX def2/J DEFGRID3
* xyz 0 1
C 24.303 -26.262 7.372
C 23.988 -24.940 8.099
O 25.124 -24.369 8.760
C 25.121 -23.134 9.186
C 26.350 -22.765 10.022
O 24.252 -22.256 9.049
H 23.400 -26.621 6.878
H 24.626 -27.030 8.074
H 25.152 -26.122 6.703
H 23.596 -24.152 7.456
H 23.159 -25.052 8.798
H 26.341 -23.310 10.966
H 26.410 -21.703 10.260
H 27.281 -23.033 9.524
C 20.045 -23.809 15.155
C 21.241 -23.522 14.262
O 22.142 -22.888 15.142
C 23.234 -22.272 14.651
C 24.150 -21.807 15.760
O 23.537 -22.029 13.500
H 20.472 -24.399 15.966
H 19.296 -24.410 14.640
H 19.592 -22.876 15.489
H 21.500 -24.490 13.832
H 20.902 -22.871 13.457
H 23.945 -22.379 16.664
H 24.184 -20.744 15.999
H 25.133 -22.164 15.453
C 22.902 -18.269 13.148
C 22.218 -17.301 12.205
O 23.102 -16.645 11.328
C 23.853 -15.649 11.758
C 24.769 -15.148 10.595
O 23.769 -15.105 12.846
H 23.577 -17.793 13.859
H 23.454 -18.962 12.513
H 22.178 -18.848 13.721
H 21.497 -17.879 11.627
H 21.744 -16.499 12.771
H 24.021 -14.881 9.849
H 25.525 -15.884 10.321
H 25.272 -14.245 10.942
C 25.616 -14.076 17.126
C 25.729 -15.145 18.231
O 26.041 -16.405 17.642
C 27.340 -16.812 17.443
C 27.385 -18.221 16.992
O 28.337 -16.173 17.690
H 26.464 -14.107 16.442
H 25.643 -13.088 17.585
H 24.751 -14.243 16.485
H 26.502 -14.897 18.958
H 24.736 -15.174 18.681
H 27.146 -18.877 17.829
H 28.405 -18.478 16.706
H 26.641 -18.467 16.234
C 29.929 -18.472 8.267
C 28.726 -19.385 7.946
O 27.492 -18.654 8.171
C 26.403 -18.945 7.457
C 25.170 -18.257 7.998
O 26.372 -19.630 6.445
H 30.860 -18.989 8.033
H 29.969 -18.190 9.319
H 29.904 -17.626 7.580
H 28.813 -19.723 6.914
H 28.648 -20.351 8.446
H 25.435 -17.225 8.226
H 24.746 -18.791 8.849
H 24.355 -18.298 7.274
C 33.369 -21.428 8.391
C 31.923 -21.737 8.811
O 31.725 -21.437 10.207
C 30.529 -21.371 10.689
C 30.549 -20.769 12.076
O 29.493 -21.807 10.154
H 33.680 -20.525 8.916
H 33.451 -21.306 7.311
H 34.103 -22.155 8.738
H 31.210 -21.217 8.172
H 31.667 -22.769 8.571
H 31.017 -19.784 12.074
H 31.037 -21.389 12.829
H 29.532 -20.561 12.408
O 27.712 -17.367 13.724
C 27.145 -18.225 13.105
C 26.761 -18.182 11.639
C 26.464 -19.599 11.337
C 26.067 -20.218 12.756
O 26.716 -19.357 13.678
H 25.833 -17.638 11.467
H 27.504 -17.872 10.904
H 25.638 -19.723 10.636
H 27.341 -20.125 10.958
H 24.984 -20.222 12.874
H 26.459 -21.234 12.810
O 27.173 -23.635 13.635
C 27.809 -23.394 14.642
C 28.455 -22.078 15.156
C 29.355 -22.589 16.296
C 28.732 -23.961 16.654
O 27.892 -24.351 15.549
H 29.075 -21.719 14.335
H 27.703 -21.330 15.406
H 30.399 -22.720 16.012
H 29.284 -21.866 17.109
H 29.508 -24.699 16.855
H 28.176 -23.966 17.591
*
```

***

(4)
This record from OMol25 describes C32H62N2O42Tl2 as an isolated structure in a non-equilibrium geometry. The level of theory is ωB97M-V with the def2-TZVPD basis set.

The frontier orbital gap comes out at 0.0776 Ha.

Geometry as ORCA input:
```
! wB97M-V def2-TZVPD RIJCOSX def2/J DEFGRID3
* xyz 2 1
Tl -2.310 19.088 -9.072
Tl -7.150 21.393 -7.240
N -4.364 22.711 -10.115
O -5.313 22.843 -9.356
O -3.843 21.607 -9.907
O -4.013 23.523 -10.935
N -3.057 22.447 -6.594
O -2.570 21.432 -7.105
O -2.409 23.460 -6.493
O -4.222 22.464 -6.255
O -4.487 17.388 -6.573
C -5.234 18.407 -6.684
O -6.356 18.503 -6.217
O -4.678 19.356 -7.253
H -5.030 16.671 -6.237
O -6.859 18.355 -11.503
C -6.149 18.905 -10.554
O -5.039 18.429 -10.361
O -6.548 19.825 -9.813
H -6.136 17.736 -11.626
C -9.191 21.146 -11.954
O -10.205 21.798 -11.324
C -10.104 21.925 -10.021
O -9.076 22.047 -9.354
O -11.381 21.968 -9.577
C -11.704 21.984 -8.207
H -8.265 21.711 -12.062
H -9.632 20.834 -12.900
H -8.902 20.267 -11.378
H -11.156 21.209 -7.671
H -12.729 21.717 -7.950
H -11.666 22.959 -7.720
C -2.379 25.370 -16.890
O -3.036 25.966 -15.851
C -2.655 25.832 -14.542
O -1.845 24.994 -14.168
O -3.289 26.701 -13.808
C -3.135 26.624 -12.427
H -2.555 24.295 -16.914
H -1.305 25.506 -16.759
H -2.750 25.801 -17.819
H -3.327 25.663 -11.949
H -3.681 27.390 -11.878
H -2.076 26.744 -12.196
C -9.673 25.371 -6.891
O -8.800 26.073 -7.758
C -7.810 25.459 -8.274
O -7.586 24.225 -8.295
O -7.077 26.402 -8.999
C -6.031 26.034 -9.929
H -9.556 24.309 -6.678
H -10.636 25.513 -7.382
H -9.722 26.037 -6.030
H -6.367 25.152 -10.474
H -5.148 25.607 -9.454
H -5.739 26.857 -10.581
C -9.783 25.386 -16.770
O -9.402 25.767 -15.469
C -10.251 25.433 -14.414
O -11.311 24.849 -14.463
O -9.697 25.847 -13.230
C -10.060 25.340 -11.976
H -9.493 26.230 -17.395
H -10.857 25.204 -16.823
H -9.222 24.558 -17.202
H -9.112 24.980 -11.576
H -10.861 24.601 -11.982
H -10.239 26.263 -11.425
C -8.676 24.445 -3.523
O -7.668 25.337 -3.910
C -6.784 25.035 -4.811
O -6.763 24.021 -5.473
O -5.762 25.936 -4.823
C -4.724 25.907 -5.808
H -9.307 24.875 -2.744
H -8.212 23.512 -3.202
H -9.373 24.152 -4.308
H -3.747 25.673 -5.386
H -4.554 26.895 -6.236
H -4.907 25.228 -6.641
C -8.040 21.847 -17.084
O -8.030 22.220 -15.710
C -7.238 23.107 -15.318
O -6.502 23.885 -15.897
O -7.382 23.069 -13.955
C -6.682 23.927 -13.124
H -8.361 22.532 -17.868
H -8.834 21.108 -17.190
H -7.162 21.366 -17.515
H -6.844 24.989 -13.306
H -5.632 23.662 -13.246
H -6.957 23.915 -12.069
C -3.193 31.186 -10.010
O -2.168 30.237 -9.660
C -2.502 28.892 -9.594
O -3.662 28.449 -9.644
O -1.369 28.208 -9.545
C -1.362 26.785 -9.354
H -3.915 31.140 -9.195
H -3.771 31.012 -10.918
H -2.862 32.221 -9.930
H -1.334 26.577 -8.285
H -0.488 26.375 -9.861
H -2.263 26.325 -9.761
C 2.106 18.010 -7.169
O 2.104 19.233 -6.441
C 1.076 20.087 -6.725
O 0.072 19.848 -7.432
O 1.362 21.208 -6.051
C 0.821 22.388 -6.490
H 2.229 18.158 -8.242
H 1.281 17.354 -6.891
H 2.975 17.486 -6.770
H -0.227 22.298 -6.777
H 1.438 22.760 -7.308
H 0.747 23.189 -5.754
C -1.216 17.543 -13.504
O -2.255 18.409 -14.122
C -2.757 19.255 -13.341
O -2.400 19.579 -12.160
O -3.760 19.786 -14.013
C -4.390 20.920 -13.441
H -0.430 18.189 -13.113
H -0.708 16.998 -14.300
H -1.556 16.930 -12.669
H -4.579 20.848 -12.370
H -5.419 21.086 -13.761
H -3.994 21.906 -13.687
C 2.155 20.140 -10.989
O 1.733 21.414 -11.327
C 0.570 21.762 -10.862
O -0.115 21.215 -9.951
O 0.268 22.847 -11.553
C -1.094 23.315 -11.518
H 1.368 19.400 -11.133
H 2.445 20.247 -9.944
H 3.033 19.831 -11.558
H -1.211 24.355 -11.825
H -1.591 23.258 -10.549
H -1.681 22.594 -12.087
*
```